No. 1
Entry from the Open Molecules 2025 dataset: one molecule with the formula C15H15ClN4O2 (ωB97M-V/def2-TZVPD).

Its net charge is 0. As for the energy relative to the best compared isomer or geometry (same formula, charge and spin): 159.7 kJ/mol. Its total energy is -1410.2895 hartree. The structure (SMILES) is Cc1[nH][nH]c(=O)c1C(c1ccc(Cl)cc1)c1c(C)[nH][nH]c1=O. The HOMO energy is -8.024 eV.

Element x y z (Å)
C  -0.93  -2.98  0.04
C  0.46  -2.45  0.02
C  0.96  -1.22  -0.29
C  2.41  -1.29  -0.17
O  3.27  -0.44  -0.35
N  2.68  -2.61  0.14
H  3.50  -2.88  0.66
N  1.49  -3.28  0.41
H  1.47  -4.26  0.20
C  0.28  0.07  -0.64
C  0.98  1.18  0.12
C  1.41  2.37  -0.36
N  2.14  3.02  0.60
N  2.01  2.29  1.77
C  1.41  1.07  1.50
O  1.28  0.18  2.32
H  2.72  2.39  2.48
H  2.14  4.03  0.68
C  1.25  2.96  -1.72
H  1.65  3.97  -1.74
H  0.20  2.98  -2.01
H  1.80  2.36  -2.45
C  -1.19  0.09  -0.32
C  -1.63  -0.04  0.99
C  -2.98  0.00  1.29
C  -3.90  0.18  0.27
C  -3.48  0.33  -1.05
C  -2.13  0.29  -1.33
H  -1.80  0.40  -2.36
H  -4.21  0.47  -1.83
Cl  -5.59  0.23  0.63
H  -3.32  -0.11  2.30
H  -0.91  -0.19  1.77
H  0.42  0.26  -1.71
H  -1.53  -2.50  -0.72
H  -1.39  -2.80  1.01
H  -0.92  -4.06  -0.14


No. 2
Entry from the Open Molecules 2025 dataset: F3NO2S as an isolated structure (ωB97M-V/def2-TZVPD).

Its net charge is 0. As for the energy relative to the best compared isomer or geometry (same formula, charge and spin): 197.3 kJ/mol. Its total energy is -902.7717 hartree. The HOMO energy is -13.060 eV.

Element x y z (Å)
N  0.99  -0.02  0.62
O  -1.36  -1.39  0.53
O  -0.35  -0.18  -1.48
F  1.91  -0.58  -0.21
F  0.89  1.29  0.19
F  -1.54  1.28  0.46
S  -0.55  -0.40  -0.11


No. 3
Entry from the Open Molecules 2025 dataset: a 2-piece molecular cluster, C14H16 overall (ωB97M-V/def2-TZVPD).

Its net charge is +1. Its spin multiplicity is 2. As for the energy relative to the best compared isomer or geometry (same formula, charge and spin): 96.5 kJ/mol. Its total energy is -542.7168 hartree. Its expectation value of S² is 0.77. The HOMO energy (alpha / beta) is -11.495 / -11.494 eV.

Element x y z (Å)
C  -1.88  -0.82  -3.89
C  -1.64  1.35  -0.28
C  -0.82  1.77  -1.34
C  -2.62  0.33  -0.46
C  -0.84  1.05  -2.51
C  -2.75  -0.31  -1.67
C  -1.75  -0.03  -2.66
H  -1.52  1.79  0.70
H  -0.13  2.56  -1.06
H  -3.20  0.20  0.44
H  -0.23  1.22  -3.40
H  -3.50  -1.10  -1.59
H  -2.48  -1.72  -3.65
H  -0.94  -1.07  -4.34
H  -2.65  -0.37  -4.53
C  -0.25  -0.96  2.31
C  1.82  0.04  3.20
C  1.17  -0.51  2.11
C  3.11  0.55  2.91
C  1.74  -0.62  0.84
C  3.70  0.30  1.71
C  3.08  -0.38  0.65
H  1.40  0.16  4.17
H  3.68  0.97  3.74
H  -0.28  -2.06  2.42
H  -0.91  -0.59  1.53
H  1.07  -1.05  0.05
H  4.73  0.63  1.54
H  3.63  -0.72  -0.19
H  -0.73  -0.60  3.24


No. 4
Entry from the Open Molecules 2025 dataset: a 5-piece molecular cluster, C4H16NO6 overall (ωB97M-V/def2-TZVPD).

Its net charge is -1. As for the energy relative to the best compared isomer or geometry (same formula, charge and spin): 53.7 kJ/mol. Its total energy is -668.2697 hartree. The HOMO energy is -5.039 eV.

Element x y z (Å)
C  -1.89  1.17  -1.85
C  -0.99  0.40  -2.78
N  0.14  -0.16  -2.22
C  0.56  0.09  -0.80
C  1.59  -0.89  -0.27
O  1.75  -0.54  1.03
O  -1.14  0.34  -3.99
H  -1.22  1.95  -1.44
H  -2.14  0.63  -0.97
H  -2.83  1.43  -2.36
H  0.80  -0.71  -2.72
H  0.98  1.11  -0.81
H  -0.31  0.17  -0.19
H  1.15  -1.93  -0.41
H  2.53  -0.81  -0.89
H  1.06  2.41  2.23
H  1.89  1.12  1.71
O  1.93  2.05  2.03
H  -1.58  1.72  2.54
H  -1.62  0.48  1.77
O  -2.06  1.33  1.81
H  0.86  -2.43  1.34
H  -0.55  -2.78  1.67
O  0.34  -3.17  1.68
H  0.11  -1.14  3.35
H  0.44  -0.36  2.05
O  -0.31  -0.54  2.74


No. 5
Entry from the Open Molecules 2025 dataset: AsF6H24O12 as an isolated structure (ωB97M-V/def2-TZVPD).

Its net charge is -1. As for the energy relative to the best compared isomer or geometry (same formula, charge and spin): 121.1 kJ/mol. Its total energy is -3752.4810 hartree. The HOMO energy is -8.250 eV.

Element x y z (Å)
As  0.15  -0.32  0.37
F  -1.41  -0.41  -0.55
F  0.80  -1.75  -0.45
F  1.72  -0.23  1.28
F  -0.54  1.12  1.30
F  -0.60  -1.45  1.58
F  0.75  0.81  -0.84
O  4.05  0.53  1.73
H  3.15  0.36  1.45
H  4.14  0.04  2.55
O  -0.74  -3.76  -1.00
H  -0.46  -2.84  -0.97
H  -0.70  -4.05  -0.09
O  -1.00  3.60  0.26
H  -0.49  3.20  0.97
H  -1.79  3.07  0.19
O  -3.11  -1.38  -2.38
H  -2.85  -1.27  -3.30
H  -2.51  -0.81  -1.89
O  -1.14  0.57  3.97
H  -0.94  0.46  3.04
H  -2.02  0.96  3.98
O  1.23  -3.13  -3.11
H  1.70  -3.42  -2.32
H  0.40  -3.60  -3.07
O  3.95  -2.40  -0.73
H  4.41  -3.22  -0.54
H  3.02  -2.60  -0.59
O  -0.72  1.73  -3.56
H  -0.61  2.65  -3.33
H  -0.12  1.26  -2.99
O  2.21  3.69  1.03
H  1.99  2.91  0.52
H  3.05  3.49  1.44
O  -3.17  1.79  0.40
H  -3.51  1.56  -0.47
H  -2.57  1.08  0.61
O  -0.13  4.13  -2.46
H  0.15  3.57  -1.74
H  -0.89  4.60  -2.12
O  -1.66  -3.89  3.82
H  -1.81  -3.54  4.70
H  -1.41  -3.12  3.31


No. 6
Entry from the Open Molecules 2025 dataset: one molecule with the formula C14H16N2O2S (ωB97M-V/def2-TZVPD).

Its net charge is 0. As for the energy relative to the best compared isomer or geometry (same formula, charge and spin): 122.1 kJ/mol. Its total energy is -1201.2615 hartree. The structure (SMILES) is O=S(=O)(NCc1ccccc1)NCc1ccccc1. The HOMO energy is -9.080 eV.

Element x y z (Å)
O  -0.19  -2.85  -1.69
S  0.83  -1.88  -1.48
O  1.86  -1.75  -2.46
N  0.07  -0.43  -1.21
H  -0.66  -0.30  -1.89
C  0.98  0.69  -1.12
C  0.34  1.96  -0.63
C  -1.01  2.03  -0.33
C  -1.56  3.22  0.12
C  -0.77  4.35  0.28
C  0.58  4.28  -0.02
C  1.13  3.09  -0.47
H  2.18  3.04  -0.71
H  1.20  5.15  0.09
H  -1.20  5.27  0.63
H  -2.62  3.27  0.35
H  -1.63  1.16  -0.43
H  1.75  0.37  -0.41
H  1.48  0.87  -2.08
N  1.60  -2.09  -0.02
H  2.45  -2.62  -0.19
C  0.75  -2.65  1.02
C  -0.22  -1.59  1.48
C  0.25  -0.46  2.14
C  -0.63  0.52  2.55
C  -1.99  0.38  2.33
C  -2.46  -0.74  1.67
C  -1.58  -1.72  1.24
H  -1.94  -2.59  0.71
H  -3.52  -0.85  1.48
H  -2.67  1.14  2.66
H  -0.26  1.40  3.06
H  1.31  -0.35  2.32
H  0.21  -3.52  0.65
H  1.40  -2.95  1.85